Formula: C2HBr3Cl2
Source: OMol25
Level of theory: wB97M-V/def2-TZVPD

Calculated values
E_HOMO: -0.338 hartree
ΔE to the lowest compared entry with this formula, charge and spin: 31.7 kcal/mol
HOMO-LUMO gap: 8.62 eV
Net charge: 0
Energy: -237259.69149 eV
Molar mass: 335.648 g mol⁻¹

Last column: Mulliken charge in e.
Element x y z (Å)
C1 0.9709 -0.6327 0.1424  -0.05
C2 -1.0398 0.4191 -0.0469  -0.20
Cl1 2.0933 0.3870 1.1082  -0.11
Cl2 1.5416 -0.8259 -1.4790  -0.09
Br1 -1.2053 0.6617 -1.9575  0.03
Br2 -2.3264 -0.6600 0.8675  0.02
Br3 -0.5518 2.1159 0.6947  0.04
H1 0.5176 -1.4650 0.6706  0.36